(1)
{
  "formula": "C17H13N5OS",
  "method": "the ωB97M-V functional and the def2-TZVPD basis",
  "multiplicity": 1,
  "e_tot_ev": -38172.8198,
  "lumo_ev": 0.1,
  "relative_energy_kcal_mol": 0.0,
  "homo_energy_ev": -8.06,
  "smiles": "NC(=O)c1cc(-c2ccnc(N)n2)[nH]c1-c1ccc2sccc2c1",
  "orbital_gap_ev": 8.167,
  "species": ["S", "O", "N", "N", "N", "N", "N", "C", "C", "C", "C", "C", "C", "C", "C", "C", "C", "C", "C", "C", "C", "C", "C", "C", "H", "H", "H", "H", "H", "H", "H", "H", "H", "H", "H", "H", "H"],
  "xyz": [[1.5538, -5.7098, 0.2966], [-3.3928, -0.4119, 2.4288], [-3.0598, -1.6835, 0.7079], [0.3611, 0.9724, 0.0737], [1.2079, 3.2207, -1.4463], [2.4880, 4.0802, -2.9056], [0.8839, 5.5234, -2.2150], [0.8881, -5.9236, 1.8624], [1.5512, 4.3835, -2.0448], [-1.6471, 1.6725, 0.5437], [0.0637, 3.2932, -0.7296], [-2.7293, -0.5526, 1.3998], [0.3967, -1.4156, 0.5267], [-0.3784, -0.1272, 0.5492], [0.4758, -4.8149, 2.4842], [-0.2244, 5.5020, -1.5504], [0.2098, -2.3336, 1.6192], [-1.6137, 0.2347, 0.8973], [-0.4565, 2.0949, -0.0669], [0.6498, -3.6738, 1.5510], [1.2962, -1.7482, -0.4838], [1.7082, -3.0808, -0.5851], [-0.7550, 4.4437, -0.8055], [1.3399, -3.9699, 0.3124], [2.6254, 3.0914, -3.1593], [-3.9657, -2.0982, 0.9186], [-0.7865, 6.3946, -1.6194], [-2.7072, -1.7580, -0.2746], [0.0942, -4.7276, 3.4821], [1.1865, 0.9232, -0.5186], [-0.3755, -2.0500, 2.4399], [0.8952, -6.9811, 2.2819], [2.6672, 4.8127, -3.5992], [-1.6693, 4.4528, -0.2519], [1.5452, -1.0444, -1.2335], [-2.5661, 2.3344, 0.5280], [2.2396, -3.3256, -1.4139]]
}

***

(2)
{
  "formula": "C17H14BFINO7",
  "method": "the ωB97M-V functional and the def2-TZVPD basis",
  "multiplicity": 1,
  "e_tot_ev": -45175.1763,
  "lumo_ev": -1.6,
  "relative_energy_kcal_mol": 0.0,
  "homo_energy_ev": -9.71,
  "smiles": "[H]/N=C/Cc1c(F)cc2c(c1B(O)OC)C(=O)C(CC(=O)I)=C(CC(=O)O)C2=O",
  "orbital_gap_ev": 8.070,
  "species": ["I", "F", "O", "O", "O", "O", "O", "O", "O", "N", "C", "C", "C", "C", "C", "C", "C", "C", "C", "C", "C", "C", "C", "C", "C", "C", "C", "B", "H", "H", "H", "H", "H", "H", "H", "H", "H", "H", "H", "H", "H", "H"],
  "xyz": [[4.1790, 1.3650, -2.2235], [-1.2806, -2.6675, 3.0295], [-2.0275, -0.0796, -2.2831], [1.3061, 5.3861, 1.7275], [-1.5052, -2.3940, -2.3148], [2.2128, 0.9182, 2.8134], [1.0490, 3.7914, 3.2816], [3.5434, 4.2144, -2.1530], [0.7366, 0.3983, -2.0811], [-2.0557, -5.3254, 1.2821], [1.7688, 2.1177, 0.8260], [1.5771, 3.0172, -1.5004], [-0.8277, -1.8528, 2.0739], [3.0177, 3.1743, -1.9527], [-0.8773, -1.1203, -0.2116], [1.3684, 1.9633, -0.4451], [0.5730, -0.0556, 1.4242], [-2.3808, -3.0597, 0.5416], [1.5458, 4.2792, 2.0978], [0.1033, -0.8997, 2.4215], [0.1014, -0.1744, 0.1199], [-1.7448, -4.4193, 0.4578], [-2.4343, -2.6024, -3.3834], [1.5798, 0.9822, 1.7851], [0.7211, 0.6911, -0.9080], [-1.3427, -1.9892, 0.7835], [2.4698, 3.3429, 1.3438], [-1.4846, -1.2000, -1.6770], [-3.4376, -2.3031, -3.0845], [-2.9611, -2.8523, -0.3547], [2.9563, 3.9102, 0.5543], [3.2482, 3.0038, 2.0333], [-2.4218, -3.6669, -3.6080], [-3.0697, -3.0878, 1.3876], [0.4669, -0.8120, 3.4362], [1.2702, 3.9988, -1.1414], [-0.9993, -4.5826, -0.3252], [-2.6702, 0.3846, -1.7402], [-2.1316, -2.0549, -4.2744], [1.0142, 2.7343, -2.3924], [0.3065, 3.1993, 3.1121], [-1.5271, -6.1759, 1.0953]]
}

***

(3)
{
  "formula": "C17H14BrClGdO2",
  "method": "the ωB97M-V functional and the def2-TZVPD basis",
  "multiplicity": 8,
  "e_tot_ev": -125350.5630,
  "lumo_ev": [2.7, 1.1],
  "total_charge": -1,
  "homo_energy_ev": [-4.74, -4.89],
  "orbital_gap_ev": [7.395, 6.029],
  "species": ["Gd", "Br", "Cl", "O", "O", "C", "C", "C", "C", "C", "C", "C", "C", "C", "C", "C", "C", "C", "C", "C", "C", "C", "H", "H", "H", "H", "H", "H", "H", "H", "H", "H", "H", "H", "H", "H"],
  "xyz": [[0.1564, -0.4541, -1.7501], [0.9637, -2.2980, -0.1704], [0.5610, 1.6012, 7.1349], [0.1508, 0.2419, 0.4948], [-1.9348, -0.4289, 1.1512], [1.0943, 1.4169, 4.4573], [1.8477, -0.4941, -3.3192], [0.1668, 1.1854, 5.4766], [-1.6880, -0.0593, -3.0821], [-1.7808, -1.6666, -1.4756], [-2.1850, -0.3606, -1.8062], [-1.3884, 0.2793, 3.8533], [1.1414, 0.7314, -3.4477], [-1.0741, 0.6165, 5.1744], [-1.0184, -1.2131, -3.5700], [1.3038, 1.4570, -2.2594], [0.7853, 1.0777, 3.1365], [2.4789, -0.4945, -2.0668], [-0.7765, 0.1167, 1.4266], [-1.0678, -2.2008, -2.5768], [2.1243, 0.6896, -1.3967], [-0.4607, 0.5047, 2.8196], [1.5238, 1.2608, 2.3656], [3.0726, -1.2908, -1.6621], [0.5715, 1.0439, -4.3039], [-2.3527, -0.1675, 3.6456], [2.0570, 1.8551, 4.6878], [2.3861, 0.9419, -0.3867], [0.8507, 2.4011, -2.0192], [-1.8071, 0.8771, -3.5981], [-0.5439, -1.3069, -4.5302], [-0.6074, -3.1708, -2.6158], [-1.7940, 0.4317, 5.9609], [1.9027, -1.2807, -4.0509], [-2.7201, 0.3118, -1.1644], [-1.9406, -2.1537, -0.5325]]
}

***

(4)
{
  "formula": "C17H14BrNO3SSn",
  "method": "the ωB97M-V functional and the def2-TZVPD basis",
  "multiplicity": 1,
  "e_tot_ev": -112193.6368,
  "lumo_ev": [-3.5, -3.2],
  "relative_energy_kcal_mol": 25.7,
  "homo_energy_ev": [-8.56, -8.54],
  "orbital_gap_ev": [5.100, 5.304],
  "species": ["Sn", "Br", "S", "O", "O", "O", "N", "C", "C", "C", "C", "C", "C", "C", "C", "C", "C", "C", "C", "C", "C", "C", "C", "C", "H", "H", "H", "H", "H", "H", "H", "H", "H", "H", "H", "H", "H", "H"],
  "xyz": [[-0.7703, 0.5693, -1.8301], [-0.4506, 3.0999, -1.4106], [-0.8016, -1.4827, 1.4972], [-2.1306, -2.0241, 1.3799], [0.1339, 2.1407, 1.2339], [0.3531, -2.3170, 1.2705], [-0.6601, 0.0029, 0.7264], [-0.2953, 1.0339, 1.5590], [2.1704, -1.0230, -2.0226], [-0.4211, 0.6143, 2.9677], [-0.7702, 1.3028, -4.2521], [-2.5062, -0.0978, -3.5594], [-2.0852, 1.2885, -3.6425], [-0.1237, 1.3778, 4.0880], [2.1480, 0.4138, -1.8315], [-1.4853, -0.8840, -4.1831], [2.2669, 0.6799, -0.4313], [2.2956, -1.6381, -0.7449], [-0.1277, 0.7409, 5.3218], [-0.3339, -0.6406, 5.4326], [-0.6323, -0.7439, 3.0843], [2.3840, -0.5850, 0.2209], [-0.4296, -0.0352, -4.5892], [-0.5931, -1.4141, 4.2964], [-0.7754, -2.4906, 4.3593], [-0.3410, -1.1130, 6.4125], [2.2939, 1.6611, 0.0468], [2.1210, 1.1722, -2.6058], [-2.7075, 2.1630, -3.4363], [-0.2065, 2.1984, -4.5293], [0.0854, 2.4405, 3.9819], [-1.5358, -1.9677, -4.4050], [2.5377, -0.7222, 1.2802], [0.0776, 1.3003, 6.2302], [2.0804, -1.5129, -2.9886], [0.4042, -0.3367, -5.2233], [-3.4686, -0.4653, -3.1762], [2.2995, -2.7061, -0.5277]]
}

***

Listing M for the structures above in their given order: 335.39, 501.01, 522.90, 510.98 g mol⁻¹.